Record 1
Formula: C13H23BF4NPTc
Source: OMol25
Level of theory: wB97M-V/def2-TZVPD

The value obtained for the frontier orbital gap (alpha / beta) is 6.208 / 4.783 eV. The total energy is -38361.267 eV. As for the net charge: +2. The calculation puts the energy relative to the best compared isomer or geometry (same formula, charge and spin) at 1.349 eV. The spin multiplicity is 4.

```
44
Properties=species:S:1:pos:R:3:nbo_charge:R:1
C 0.475 3.207 -2.226 -0.235
C -0.795 2.776 -1.913 -0.042
C -0.998 1.836 -0.873 0.174
C 0.108 1.379 -0.120 -0.385
C 1.387 1.802 -0.497 0.122
C 1.578 2.735 -1.536 -0.011
C -2.384 1.311 -0.656 -0.509
C -2.428 -0.191 -0.294 -0.062
N -2.624 -1.026 -1.452 -0.339
Tc 0.008 -0.187 1.410 0.795
C 2.558 1.121 0.157 -0.731
P 1.975 -0.675 0.500 1.176
H -1.679 3.115 -2.473 0.257
H 2.606 3.020 -1.797 0.257
H 0.619 3.938 -3.039 0.277
H 2.806 1.543 1.150 0.301
H 3.468 1.143 -0.444 0.274
H -2.883 1.838 0.182 0.301
H -3.012 1.517 -1.545 0.279
H -1.453 -0.505 0.300 0.022
C 3.366 -1.440 1.333 -0.978
C 2.081 -1.344 -1.192 -0.958
H -3.312 -0.369 0.332 0.267
C -1.522 -1.121 -2.377 -0.423
C -3.232 -2.314 -1.165 -0.427
H 0.354 -1.283 2.670 0.146
H -1.806 -1.724 -3.255 0.256
H -1.195 -0.132 -2.714 0.201
H -0.657 -1.633 -1.908 0.172
H -3.468 -2.861 -2.089 0.245
H -2.548 -2.946 -0.566 0.189
H -4.155 -2.170 -0.588 0.231
H 3.090 -1.309 -1.623 0.287
H 1.761 -2.393 -1.175 0.274
H 1.418 -0.814 -1.886 0.255
H 4.309 -1.359 0.790 0.290
H 3.495 -1.001 2.331 0.288
H 3.137 -2.504 1.465 0.283
H -0.419 -1.717 2.184 0.089
F -0.030 0.618 3.262 -0.538
B -0.004 0.082 5.203 1.470
F -0.303 1.369 5.548 -0.497
F -0.981 -0.906 5.279 -0.519
F 1.288 -0.425 5.305 -0.522
```

Record 2
Formula: C13H23BeCl3NO4P2
Source: OMol25
Level of theory: wB97M-V/def2-TZVPD

The value obtained for the frontier orbital gap is 6.894 eV. The total energy is -80076.912 eV. As for the net charge: +1. The calculation puts the energy relative to the best compared isomer or geometry (same formula, charge and spin) at 0.000 eV.

```
47
Properties=species:S:1:pos:R:3:nbo_charge:R:1
Be -0.481 1.455 -0.116 1.603
P -2.546 0.752 -0.468 0.751
C -2.456 1.056 -2.273 -0.772
C -1.023 1.453 -2.678 0.276
N -0.052 1.398 -1.713 -0.780
C 1.257 1.328 -2.108 0.295
C 1.613 1.601 -3.423 -0.251
C 0.627 1.940 -4.339 -0.083
C -0.704 1.834 -3.984 -0.247
C 2.349 0.947 -1.100 -0.755
P 2.468 -0.926 -0.826 0.812
H -1.507 2.008 -4.700 0.249
H 2.682 1.567 -3.668 0.248
H 0.918 2.268 -5.323 0.244
H 3.372 1.218 -1.482 0.247
H 2.120 1.389 -0.092 0.270
H -2.826 0.065 -2.587 0.264
H -3.218 1.781 -2.672 0.278
H -0.883 -1.833 -3.027 0.458
O -1.147 -2.269 -3.879 -0.920
H -2.114 -2.377 -3.683 0.465
H 1.181 -2.654 -1.061 0.477
O 0.440 -2.481 -0.409 -0.957
H -0.221 -3.221 -0.705 0.454
C 3.500 -1.596 -2.211 -0.956
H 4.393 -0.984 -2.436 0.224
H 3.809 -2.630 -1.960 0.255
H 2.857 -1.684 -3.112 0.239
C 3.526 -1.020 0.674 -0.945
H 3.348 -2.015 1.111 0.252
H 4.602 -0.916 0.448 0.232
H 3.195 -0.287 1.430 0.250
C -3.820 1.862 0.083 -0.958
H -4.671 1.864 -0.630 0.244
H -4.164 1.540 1.086 0.270
H -3.388 2.880 0.163 0.271
C -3.082 -0.953 -0.158 -0.952
H -3.403 -1.046 0.895 0.278
H -3.933 -1.241 -0.801 0.246
H -2.273 -1.688 -0.320 0.270
Cl -0.230 1.660 4.825 0.108
C -0.283 0.565 3.474 -0.212
Cl 1.096 -0.543 3.444 0.069
Cl -1.816 -0.399 3.472 0.018
C -0.344 1.357 2.129 0.736
O -1.020 2.411 1.995 -0.639
O 0.241 0.782 1.095 -0.929
```

Record 3
Formula: C13H23BrN6Ni
Source: OMol25
Level of theory: wB97M-V/def2-TZVPD

The value obtained for the frontier orbital gap (alpha / beta) is 9.647 / 8.617 eV. The total energy is -133867.430 eV. As for the net charge: +2. The calculation puts the energy relative to the best compared isomer or geometry (same formula, charge and spin) at 1.667 eV. The spin multiplicity is 3.

```
44
Properties=species:S:1:pos:R:3:nbo_charge:R:1
Ni 0.244 -0.514 -0.394 1.428
N -1.114 -2.405 -0.609 -0.878
C -0.589 -3.458 -1.496 -0.239
C 0.282 -2.771 -2.540 -0.235
N 1.211 -1.928 -1.796 -0.692
C 2.276 -1.318 -2.583 -0.234
C 3.223 -0.689 -1.570 -0.238
N 2.400 0.157 -0.697 -0.889
H -1.376 -2.797 0.292 0.400
H -1.968 -2.038 -1.030 0.393
H -1.388 -4.028 -1.977 0.230
H 0.023 -4.154 -0.916 0.211
H -0.315 -2.151 -3.213 0.210
H 0.827 -3.501 -3.149 0.221
H 1.657 -2.517 -1.082 0.382
H 1.849 -0.551 -3.233 0.203
H 2.790 -2.054 -3.213 0.225
H 4.013 -0.122 -2.073 0.228
H 3.687 -1.467 -0.961 0.210
H 2.243 1.044 -1.174 0.390
H 2.888 0.361 0.172 0.409
C 1.009 2.462 4.443 -0.414
N 0.826 2.075 3.071 -0.298
C 0.991 2.917 2.016 -0.045
C 0.809 2.168 0.895 -0.119
N 0.533 0.876 1.254 -0.604
C 0.544 0.863 2.579 0.196
H 0.278 3.219 4.727 0.235
H 2.005 2.891 4.562 0.235
H 0.915 1.600 5.097 0.233
H 1.241 3.952 2.130 0.251
H 0.861 2.497 -0.123 0.219
H 0.366 0.004 3.196 0.222
Br -0.667 1.136 -2.317 0.096
C -1.999 1.090 -0.963 0.141
C -3.143 1.863 -1.005 -0.240
C -4.074 1.664 0.005 -0.108
C -3.817 0.728 1.000 -0.221
C -2.620 0.032 0.969 0.056
N -1.732 0.215 -0.003 -0.568
H -3.304 2.580 -1.794 0.265
H -4.993 2.229 0.000 0.259
H -4.538 0.532 1.776 0.259
H -2.356 -0.693 1.727 0.217
```

Record 4
Formula: C13H23BrNPV
Source: OMol25
Level of theory: wB97M-V/def2-TZVPD

The value obtained for the frontier orbital gap (alpha / beta) is 7.737 / 5.515 eV. The total energy is -120354.612 eV. As for the net charge: 0. The spin multiplicity is 4.

```
40
Properties=species:S:1:pos:R:3:nbo_charge:R:1
C 0.488 3.337 -1.560 -0.209
C -0.821 2.899 -1.347 -0.225
C -1.072 1.779 -0.530 -0.066
C -0.012 1.075 0.059 -0.216
C 1.296 1.600 -0.069 0.034
C 1.536 2.717 -0.884 -0.232
C -2.514 1.334 -0.277 -0.475
C -2.597 -0.055 0.296 -0.226
N -2.124 -1.182 -0.500 -0.396
V -0.863 -0.668 1.056 0.549
C 2.509 1.060 0.629 -0.723
P 1.971 -0.487 1.554 0.761
H -1.673 3.406 -1.814 0.210
H 2.565 3.084 -0.976 0.209
H 0.693 4.154 -2.251 0.213
H 2.949 1.801 1.308 0.237
H 3.302 0.751 -0.072 0.223
H -2.977 2.016 0.475 0.250
H -3.112 1.443 -1.203 0.212
H 0.147 -1.227 0.055 -0.101
C 3.409 -1.444 2.258 -0.908
C 2.123 -1.499 -0.155 -0.829
H -3.476 -0.303 0.915 0.223
C -1.621 -0.993 -1.866 -0.408
C -3.014 -2.368 -0.392 -0.396
H 2.386 0.315 2.801 0.038
H -2.337 -1.456 -2.564 0.200
H -1.469 0.060 -2.149 0.241
H -0.661 -1.525 -1.986 0.219
H -3.404 -2.623 -1.384 0.197
H -2.473 -3.239 -0.004 0.219
H -3.854 -2.138 0.271 0.218
H 3.195 -1.665 -0.319 0.207
H 1.624 -2.468 -0.049 0.216
H 1.732 -0.954 -1.022 0.221
H 4.253 -1.382 1.568 0.220
H 3.661 -1.013 3.237 0.228
H 3.105 -2.489 2.405 0.236
H -1.837 -2.048 1.252 -0.038
Br -1.031 0.392 3.231 -0.332
```

Record 5
Formula: C13H23Cl4MgO7
Source: OMol25
Level of theory: wB97M-V/def2-TZVPD

The value obtained for the frontier orbital gap is 2.923 eV. The total energy is -83706.276 eV. As for the net charge: +1.

```
48
Properties=species:S:1:pos:R:3:nbo_charge:R:1
Mg 0.846 0.116 -8.052 0.978
C -0.756 1.402 -3.305 -0.353
O -0.621 0.595 -4.517 -0.305
H -1.794 1.541 -3.002 0.244
H -0.389 1.091 -2.327 0.188
H -0.319 2.400 -3.311 0.248
C -0.006 -2.022 3.936 -0.620
C -1.491 -2.131 3.697 0.052
C -1.846 -2.731 2.382 -0.101
O -2.964 -3.546 2.667 -0.496
C -3.082 -3.709 4.009 0.968
O -3.838 -4.457 4.559 -0.557
O -2.110 -2.945 4.621 -0.489
H 0.430 -3.009 4.091 0.225
H 0.305 -1.420 4.790 0.234
H 0.437 -1.670 3.004 0.209
H -1.933 -1.155 3.897 0.179
H -1.213 -3.585 2.144 0.196
H -2.060 -2.039 1.567 0.202
C 5.947 0.211 -1.659 -0.630
C 6.725 -0.972 -1.073 0.053
C 8.014 -0.531 -0.472 -0.092
O 7.915 -1.106 0.791 -0.487
C 6.761 -1.788 0.938 0.961
O 6.618 -2.491 1.895 -0.574
O 5.975 -1.556 -0.041 -0.471
H 5.145 -0.236 -2.247 0.213
H 6.515 0.864 -2.322 0.222
H 5.515 0.806 -0.854 0.231
H 6.906 -1.874 -1.657 0.194
H 8.010 0.558 -0.409 0.176
H 8.959 -0.882 -0.886 0.205
Cl 2.154 4.151 3.071 -0.015
C 0.439 4.071 2.771 -0.422
C -0.408 4.745 3.767 -0.412
Cl -0.526 3.666 5.109 -0.042
H 0.095 3.121 2.364 0.224
H 0.175 4.643 1.882 0.208
H -1.439 4.894 3.444 0.227
H 0.014 5.693 4.100 0.233
Cl -7.249 1.611 -5.900 -0.046
C -7.738 0.051 -5.342 -0.407
C -9.054 0.263 -4.495 -0.386
Cl -9.604 -1.373 -4.065 -0.048
H -6.935 -0.319 -4.704 0.213
H -7.791 -0.652 -6.173 0.226
H -9.870 0.764 -5.017 0.226
H -8.859 0.943 -3.666 0.222
```

Record 6
Formula: C13H23ClFeNSc
Source: OMol25
Level of theory: wB97M-V/def2-TZVPD

The value obtained for the frontier orbital gap (alpha / beta) is 6.011 / 7.257 eV. The total energy is -82951.745 eV. As for the net charge: -1. The calculation puts the energy relative to the best compared isomer or geometry (same formula, charge and spin) at 0.000 eV. The spin multiplicity is 6.

```
40
Properties=species:S:1:pos:R:3:nbo_charge:R:1
Sc 1.599 1.970 1.673 1.502
Cl 0.793 3.904 2.548 -0.558
C 2.765 2.351 -0.153 -1.248
C 3.160 1.063 2.896 -1.231
H 3.799 2.410 0.236 0.209
H 2.758 1.740 -1.056 0.219
H 2.402 3.354 -0.438 0.208
H 4.087 1.200 2.317 0.215
H 3.097 0.000 3.174 0.209
H 3.145 1.689 3.807 0.204
Fe 0.374 -0.738 0.528 1.269
C 0.287 0.122 2.333 -1.271
C 1.612 -1.923 -0.178 -1.057
H 1.061 0.010 3.135 0.267
H -0.188 1.160 2.396 0.187
H -0.531 -0.575 2.619 0.237
H 2.410 -2.308 0.526 0.149
H 1.904 -2.021 -1.257 0.156
C -1.559 -2.690 -0.711 -0.425
N -1.789 -1.571 0.239 -0.491
C -2.594 -2.064 1.378 -0.410
C -2.533 -0.445 -0.424 -0.237
C -1.611 0.261 -1.379 -0.115
C -2.130 0.870 -2.534 -0.225
C -1.261 1.341 -3.531 -0.247
C 0.116 1.246 -3.322 -0.234
C 0.622 0.671 -2.137 -0.235
C -0.236 0.234 -1.134 -0.393
H -1.301 -3.587 -0.133 0.204
H -0.713 -2.457 -1.371 0.247
H -2.477 -2.880 -1.310 0.160
H -2.692 -1.264 2.119 0.202
H -3.606 -2.363 1.038 0.168
H -2.096 -2.921 1.852 0.205
H -3.438 -0.866 -0.913 0.173
H -2.852 0.256 0.367 0.202
H -3.218 0.900 -2.662 0.186
H -1.653 1.808 -4.432 0.196
H 0.802 1.599 -4.079 0.195
H 1.686 0.512 -2.027 0.209
```